No. 1
{
  "formula": "C37H39N4O6PRuSe2",
  "method": "wB97M-V/def2-TZVPD",
  "e_homo_ha": [-0.380, -0.386],
  "homo_lumo_gap_ev": [6.620, 6.474],
  "max_force_ev_per_a": 1.2,
  "spin_multiplicity": 6,
  "total_charge": 1,
  "s_squared": 8.764,
  "total_energy_ev": -199801.5246,
  "elements": ["Ru", "O", "C", "C", "C", "C", "C", "C", "C", "O", "N", "O", "O", "H", "H", "H", "H", "Se", "P", "Se", "C", "C", "C", "C", "C", "C", "C", "C", "C", "C", "C", "C", "H", "H", "H", "H", "H", "H", "H", "H", "H", "H", "C", "C", "C", "C", "N", "N", "H", "H", "H", "H", "H", "H", "H", "H", "H", "H", "H", "H", "C", "O", "C", "C", "C", "C", "C", "C", "N", "C", "C", "C", "C", "C", "C", "C", "O", "H", "H", "H", "H", "H", "H", "H", "H", "H", "H", "H", "H", "H"],
  "coordinates": [[-0.101, -0.013, 0.242], [1.444, 0.176, 1.994], [1.283, 0.280, 3.199], [0.346, 1.193, 3.880], [0.568, 1.325, 5.251], [-0.205, 2.200, 5.974], [-1.220, 2.935, 5.394], [-1.462, 2.790, 4.038], [-0.681, 1.932, 3.273], [-0.989, 1.779, 1.951], [0.058, 2.344, 7.430], [1.019, 1.754, 7.874], [-0.721, 3.019, 8.064], [1.912, -0.322, 3.871], [1.344, 0.762, 5.751], [-1.820, 3.591, 6.008], [-2.276, 3.320, 3.560], [-1.573, -1.534, 1.646], [-1.817, -2.906, -0.045], [-1.017, -1.939, -1.770], [-3.563, -3.266, -0.255], [-3.997, -3.656, -1.522], [-5.319, -4.022, -1.718], [-6.210, -3.992, -0.654], [-5.781, -3.598, 0.605], [-4.458, -3.235, 0.809], [-1.023, -4.478, 0.350], [-0.616, -4.810, 1.637], [-0.037, -6.048, 1.884], [0.136, -6.954, 0.850], [-0.270, -6.625, -0.438], [-0.844, -5.391, -0.690], [-3.308, -3.653, -2.357], [-5.653, -4.321, -2.702], [-7.244, -4.273, -0.810], [-6.480, -3.568, 1.431], [-4.135, -2.925, 1.795], [-0.750, -4.108, 2.449], [0.277, -6.303, 2.887], [0.590, -7.917, 1.044], [-0.135, -7.331, -1.247], [-1.141, -5.135, -1.700], [4.737, -2.053, -1.141], [3.751, -1.103, -1.809], [3.144, -1.753, -3.049], [4.444, 0.208, -2.178], [2.675, -0.914, -0.806], [1.665, 0.026, -1.191], [5.548, -2.301, -1.825], [4.235, -2.974, -0.843], [5.179, -1.595, -0.252], [3.935, -2.143, -3.690], [2.575, -1.041, -3.652], [2.489, -2.578, -2.765], [5.260, 0.024, -2.879], [4.867, 0.684, -1.291], [3.765, 0.914, -2.663], [3.062, -0.559, 0.062], [1.265, -0.278, -2.072], [2.031, 0.972, -1.317], [4.530, 2.485, 1.016], [3.170, 2.385, 0.595], [2.700, 3.408, -0.202], [3.508, 4.261, -0.932], [2.926, 5.249, -1.722], [1.551, 5.371, -1.777], [0.739, 4.511, -1.044], [1.307, 3.533, -0.244], [0.557, 2.595, 0.516], [-0.730, 2.942, 1.078], [-1.841, 3.051, 0.103], [-2.756, 4.100, 0.226], [-3.794, 4.246, -0.671], [-3.913, 3.322, -1.711], [-3.021, 2.276, -1.838], [-1.974, 2.119, -0.926], [-1.135, 1.086, -1.084], [4.721, 3.465, 1.456], [5.214, 2.322, 0.183], [4.684, 1.707, 1.760], [4.583, 4.166, -0.889], [3.559, 5.917, -2.290], [1.093, 6.132, -2.395], [-0.337, 4.602, -1.104], [1.160, 2.224, 1.242], [-0.684, 3.842, 1.701], [-2.629, 4.820, 1.029], [-4.496, 5.062, -0.576], [-4.717, 3.424, -2.428], [-3.113, 1.553, -2.637]],
  "mulliken_spin": [3.8289, 0.0176, 0.0437, 0.0464, 0.0007, 0.0001, 0.0023, 0.0121, -0.0338, 0.0286, 0.0001, -0.0001, -0.0002, 0.0037, 0.0001, 0.0001, 0.0001, 0.2712, 0.0644, 0.2330, -0.0214, 0.0055, 0.0063, 0.0004, 0.0056, 0.0171, -0.0178, 0.0058, 0.0054, -0.0001, 0.0036, 0.0072, -0.0038, 0.0001, 0.0000, 0.0002, -0.0051, -0.0003, 0.0002, -0.0001, 0.0001, -0.0030, -0.0009, 0.0150, -0.0009, -0.0030, -0.0190, 0.1020, 0.0003, 0.0004, -0.0001, 0.0002, 0.0028, 0.0016, 0.0002, 0.0006, 0.0003, 0.0033, 0.0022, 0.0001, 0.0000, 0.0041, 0.0188, -0.0080, 0.0110, -0.0057, 0.0153, 0.0223, 0.0408, -0.0764, 0.0453, -0.0119, 0.0289, -0.0130, 0.0325, 0.0127, 0.2660, -0.0003, 0.0002, 0.0000, -0.0003, 0.0006, -0.0001, 0.0024, -0.0169, -0.0001, 0.0011, 0.0017, -0.0005, -0.0009]
}

No. 2
{
  "formula": "C37H40AsCoNP2",
  "method": "wB97M-V/def2-TZVPD",
  "e_homo_ha": [-0.287, -0.395],
  "homo_lumo_gap_ev": [4.948, 5.539],
  "max_force_ev_per_a": 2.4,
  "spin_multiplicity": 5,
  "total_charge": 1,
  "s_squared": 6.145,
  "total_energy_ev": -157542.5061,
  "elements": ["C", "C", "C", "C", "C", "C", "C", "C", "C", "C", "C", "C", "C", "H", "H", "H", "H", "H", "H", "H", "N", "Co", "C", "H", "H", "C", "H", "H", "P", "P", "C", "H", "H", "H", "C", "H", "H", "H", "C", "H", "H", "H", "C", "H", "H", "H", "H", "H", "C", "C", "C", "C", "C", "C", "As", "C", "C", "C", "C", "C", "C", "C", "C", "C", "C", "C", "C", "H", "H", "H", "H", "H", "H", "H", "H", "H", "H", "H", "H", "H", "H", "H"],
  "coordinates": [[0.972, 3.210, -3.912], [-0.043, 2.797, -3.063], [-0.903, 1.720, -3.485], [-0.664, 1.060, -4.753], [0.394, 1.533, -5.591], [1.182, 2.589, -5.179], [-1.489, -0.033, -5.077], [-2.482, -0.469, -4.180], [-2.643, 0.281, -2.951], [-3.620, -0.133, -1.976], [-4.396, -1.249, -2.246], [-4.252, -1.979, -3.464], [-3.320, -1.604, -4.411], [1.636, 4.025, -3.602], [0.573, 1.039, -6.552], [1.993, 2.950, -5.820], [-1.344, -0.561, -6.027], [-5.136, -1.582, -1.510], [-4.889, -2.852, -3.638], [-3.201, -2.174, -5.339], [-1.888, 1.350, -2.652], [0.000, 0.000, 0.000], [-0.240, 3.354, -1.682], [-1.313, 3.388, -1.435], [0.199, 4.363, -1.594], [-3.683, 0.633, -0.690], [-3.538, 1.708, -0.886], [-4.646, 0.475, -0.173], [0.572, 2.284, -0.356], [-2.310, 0.146, 0.520], [-3.016, -1.459, 1.130], [-2.406, -1.820, 1.974], [-4.069, -1.357, 1.451], [-2.947, -2.202, 0.319], [-2.792, 1.276, 1.922], [-3.852, 1.151, 2.207], [-2.155, 1.063, 2.798], [-2.623, 2.322, 1.617], [2.354, 2.534, -0.783], [2.601, 3.603, -0.920], [2.967, 2.106, 0.026], [2.572, 1.976, -1.707], [0.401, 3.427, 1.102], [0.911, 2.980, 1.973], [0.841, 4.419, 0.896], [-0.666, 3.547, 1.350], [-0.235, -0.144, -1.530], [1.615, -0.162, -0.286], [5.258, -2.505, 2.101], [4.602, -2.798, 0.904], [3.222, -2.608, 0.800], [2.484, -2.125, 1.890], [3.148, -1.840, 3.096], [4.532, -2.030, 3.197], [0.579, -1.758, 1.586], [0.010, -3.583, 1.273], [-0.671, -3.944, 0.108], [-1.032, -5.281, -0.098], [-0.710, -6.252, 0.858], [-0.028, -5.888, 2.023], [0.330, -4.555, 2.230], [0.231, -0.674, 3.171], [-0.650, -1.123, 4.161], [-0.888, -0.338, 5.296], [-0.244, 0.895, 5.441], [0.640, 1.344, 4.455], [0.876, 0.558, 3.323], [6.330, -2.639, 2.177], [5.164, -3.158, 0.051], [2.727, -2.814, -0.142], [2.618, -1.453, 3.952], [5.045, -1.795, 4.121], [-0.909, -3.197, -0.637], [-1.556, -5.565, -1.000], [-0.984, -7.286, 0.697], [0.227, -6.637, 2.762], [0.866, -4.279, 3.130], [-1.148, -2.077, 4.058], [-1.569, -0.684, 6.062], [-0.426, 1.503, 6.320], [1.143, 2.295, 4.570], [1.568, 0.897, 2.563]],
  "mulliken_spin": [0.0916, 0.1184, 0.0493, -0.0022, 0.2012, 0.0908, 0.3972, 0.0109, 0.0230, 0.1259, 0.0721, 0.0820, 0.1798, 0.0127, 0.0050, 0.0077, -0.0050, 0.0127, 0.0089, 0.0047, 0.4672, 1.9339, -0.0086, 0.0038, 0.0047, 0.0007, 0.0048, 0.0049, 0.0759, -0.0024, 0.0082, 0.0000, -0.0003, -0.0075, 0.0006, -0.0009, 0.0033, 0.0028, 0.0166, 0.0013, 0.0001, 0.0009, 0.0163, -0.0050, 0.0029, -0.0021, 0.0963, -0.2106, 0.0014, 0.0012, 0.0016, 0.0026, -0.0011, -0.0008, 0.0626, -0.0481, -0.0090, 0.0132, 0.0007, -0.0005, -0.0001, -0.0276, 0.0162, 0.0003, 0.0049, 0.0016, 0.0687, 0.0001, 0.0000, 0.0034, 0.0003, 0.0000, 0.0383, 0.0009, -0.0001, 0.0001, -0.0014, 0.0006, 0.0002, 0.0004, -0.0006, -0.0244]
}

Q: Which formula does entry 1 have?
A: C37H39N4O6PRuSe2